Density functional theory data (ωB97M-V/def2-TZVPD) for C20H27AsN3O8S3Ti as an isolated structure at a distorted geometry.

Net charge   -1
DFT total energy   -5824.51526 Eh
Molecular weight   656.44 g mol⁻¹
HOMO-LUMO gap   5.846 eV
Multiplicity   1
Relative energy (zero: lowest compared OMol25 entry of this formula, charge and spin)   6.5 kcal per mole

Atoms and positions in Å:
H -2.1511 -4.5665 3.9906
C -2.1455 -2.9556 0.4882
H -1.3588 1.3942 -4.7339
C -0.9592 -3.0410 1.2148
H 4.5077 -0.0232 -1.5320
C 3.1942 3.7554 -1.5681
H 2.1462 -0.3175 0.1457
H -1.4527 4.3484 3.4037
H -0.3578 -0.3773 -3.1666
H 3.3792 -2.2892 -0.0347
C 3.5235 2.5112 -1.0677
H -2.6368 3.4211 4.3336
C -1.6968 3.3534 3.7839
C 1.8461 4.0699 -1.7009
H 2.5341 0.0633 -2.8240
H 0.1912 -2.9211 -1.4568
O -3.5606 -2.0932 -1.5115
H 3.6813 0.3724 0.6598
C 2.8629 -0.8748 -2.3911
As 0.6989 -2.2334 0.6971
H -4.5903 2.3490 3.3609
C -1.7832 2.3625 2.6581
H 1.5482 5.0458 -2.0666
S -2.1890 -2.2976 -1.1661
C -1.8621 1.8460 -2.8292
C -3.3239 -4.0280 2.2788
H -0.9069 3.0812 4.4912
O 2.0100 -2.6943 1.5438
C 2.9881 0.2744 -0.1768
C -2.1485 -4.1192 3.0046
H 3.9647 4.4750 -1.8175
C 0.8730 3.1489 -1.3460
O -2.8295 2.5104 -3.1445
H -4.6438 0.6077 3.1039
H 4.9833 -1.5468 0.1636
H 4.6183 -2.4792 -1.3185
S -0.4325 2.3858 1.5380
C -3.3256 -3.4469 1.0163
Ti -0.7195 0.6908 -0.1388
O -1.4313 -3.2396 -1.9814
O -1.5242 1.5547 -1.5957
C 4.2140 -1.8184 -0.5554
C -2.7957 1.5074 2.4850
O -1.3799 -1.0462 -1.0804
H 3.4591 -1.4371 -3.1066
C 1.1555 1.8533 -0.8605
C 2.5270 1.5881 -0.7285
H -0.0383 -3.6732 3.0351
H 2.0137 -1.4600 -2.0424
O 0.4284 -0.5544 0.7449
S -2.7983 0.4177 1.1179
C -0.9638 -3.6214 2.4750
C -3.9954 1.4316 3.3986
H 0.6326 0.8653 -2.8599
O 1.0131 -2.6577 -0.9803
H -4.2361 -3.3440 0.4428
H -3.7022 1.2690 4.4393
N 3.7167 -0.5742 -1.2047
H 4.5723 2.2662 -0.8953
H -4.2501 -4.4022 2.6968
N 0.0418 0.4597 -3.5752
H -0.1598 3.4525 -1.4478
N -0.9762 1.4005 -3.8064